Entry 1:
Here is a structure of composition C28H37Cl3CuN5OS3Si3 in a non-equilibrium geometry from OMol25. Energies are from ωB97M-V/def2-TZVPD.

```
81
Properties=species:S:1:pos:R:3:forces:R:3
Cu 0.537 1.047 -1.945 -0.271 -0.013 0.415
C 1.366 -3.088 -1.336 0.163 1.108 0.075
Si 0.021 -2.207 -2.415 0.444 -0.621 -0.494
C -1.613 -2.116 -1.466 0.284 -1.669 -1.494
C -0.209 -3.470 -3.873 -1.114 1.020 1.487
C 0.520 -0.520 -3.118 0.427 -0.843 -0.438
Si 2.288 -0.231 -3.769 0.137 0.798 1.006
C 3.733 -0.624 -2.530 -1.459 -1.798 -0.694
C 2.671 -1.063 -5.376 -1.237 -1.193 -0.269
C 2.600 1.567 -4.198 0.025 -0.351 -1.921
H 1.117 -4.024 -0.829 -0.390 0.028 -0.195
H 1.639 -2.364 -0.545 0.095 -0.358 -0.186
H 2.279 -3.276 -1.921 -0.291 0.036 0.080
H -2.274 -2.895 -1.964 0.434 1.056 0.715
H -1.997 -1.116 -1.572 -0.447 0.237 0.243
H -1.398 -2.428 -0.457 -0.354 0.152 0.488
H -0.119 -4.467 -3.517 0.590 -1.023 0.499
H 0.472 -3.287 -4.656 0.717 0.121 -1.106
H -1.239 -3.470 -4.210 -0.233 0.490 -0.509
H -0.123 -0.467 -4.026 0.215 0.235 0.359
H 4.697 -0.553 -3.025 0.152 0.345 0.067
H 3.605 -1.698 -2.250 0.268 0.635 -0.150
H 3.668 -0.087 -1.600 0.182 0.574 0.296
H 2.444 -2.136 -5.303 0.175 0.072 -0.090
H 3.697 -0.957 -5.638 0.940 0.146 -0.234
H 2.052 -0.691 -6.203 0.104 0.110 0.213
H 2.849 2.193 -3.380 0.280 0.660 0.837
H 1.803 2.058 -4.795 0.261 -0.301 0.358
H 3.483 1.478 -4.891 -0.511 0.356 0.609
S -1.652 4.857 3.009 0.266 0.436 -0.041
C -0.411 4.531 1.959 0.322 -0.277 -0.970
S 0.204 2.901 1.788 -0.353 0.303 0.085
C 1.088 3.347 0.357 0.350 -0.472 0.396
N 1.083 4.609 0.142 -0.092 0.109 -0.879
N 0.220 5.281 0.971 -0.231 -1.696 1.373
C -0.171 6.554 0.555 0.485 0.829 0.200
C -0.283 6.837 -0.782 0.265 -0.090 0.505
C -0.745 8.071 -1.182 -0.480 -0.106 -2.236
C -1.051 9.029 -0.278 0.296 0.225 3.003
C -0.806 8.776 1.118 -0.605 -0.031 -1.556
C -0.346 7.536 1.510 -0.727 0.252 0.070
S 1.943 2.121 -0.544 0.480 0.785 -0.025
H 0.080 6.080 -1.417 -0.117 -0.659 -1.130
H -0.984 8.267 -2.254 0.532 -0.282 0.892
H -1.474 9.964 -0.565 -0.203 0.505 -0.222
H -1.120 9.483 1.865 0.199 0.348 0.091
H -0.238 7.244 2.535 0.077 0.221 0.403
Cl -1.856 3.858 -1.098 -0.112 -0.207 0.061
Si -1.258 2.423 -2.497 -0.604 0.050 -0.802
Cl -3.074 1.375 -2.918 0.348 0.009 0.297
Cl -1.240 3.622 -4.277 0.361 -0.303 0.398
C 0.973 -5.965 5.137 -0.161 1.831 1.033
C -0.034 -5.185 4.322 -0.534 -0.399 0.375
C 0.130 -5.026 2.937 0.291 1.259 0.349
C -0.818 -4.290 2.236 0.022 -0.573 -0.429
C -1.968 -3.843 2.840 -0.981 1.093 1.040
N -2.935 -3.054 2.076 0.143 -0.836 0.086
C -3.585 -2.022 2.774 -0.943 0.368 0.157
O -4.775 -2.025 3.112 1.711 -0.129 -0.519
N -2.743 -0.965 3.032 0.386 -1.009 -0.912
C -1.452 -0.746 2.457 0.098 -0.369 0.541
C -0.295 -0.946 3.193 -0.181 0.116 -0.629
C 0.906 -0.784 2.524 1.996 -1.044 0.000
C 0.966 -0.483 1.158 -1.901 0.584 1.594
N -0.167 -0.175 0.530 -0.018 -0.290 -1.068
C -1.326 -0.341 1.142 -0.367 0.155 0.479
C -2.195 -4.031 4.216 1.236 -0.501 0.097
C -1.203 -4.728 4.969 -0.428 0.321 -2.088
H 0.854 -6.979 4.950 0.000 -2.048 -0.575
H 0.807 -5.875 6.246 0.249 0.313 -1.037
H 1.983 -5.657 4.868 0.089 -0.110 0.212
H 1.084 -5.216 2.419 -0.524 -0.393 0.452
H -0.710 -4.069 1.184 0.239 0.019 -0.124
H -3.597 -3.663 1.610 -0.121 0.180 0.096
H -3.024 -0.390 3.767 -0.582 1.144 1.068
H -0.390 -1.267 4.217 0.295 -0.042 0.230
H 1.873 -1.060 2.997 -0.849 0.420 -0.047
H 1.868 -0.333 0.609 0.536 -0.101 -0.089
H -2.268 -0.140 0.655 0.093 0.176 -0.660
H -3.092 -3.580 4.652 0.303 -0.460 0.043
H -1.346 -5.037 5.986 -0.140 0.365 0.442
```
Forces are in eV/Å.

Computed properties:
**Max |F|**: 0.059 hartree/bohr
**Energy**: -6522.57192 Eh
**Net charge**: -1
**Expectation value of S²**: 0.756
**2S+1**: 2

Charges obtained by Mulliken population analysis, quoted in units of e: 0.1353, -1.1464, 0.0407, 0.3074, -1.3133, 0.3705, 0.2833, -0.9461, -1.2511, -1.1002, 0.4423, 0.2355, 0.4465, 0.5141, 0.0119, -0.8574, 0.3670, 0.2385, 0.3812, 0.5992, 0.4058, 0.2203, 0.2993, 0.2821, 0.4249, 0.2989, 0.3507, 0.2772, 0.2734, -0.3512, 0.0853, 0.0181, 0.2138, -0.8224, 0.6570, 0.2722, -0.2579, -0.7150, -0.3951, -0.6263, -0.4568, -0.5997, 0.6618, 0.2812, 0.4087, 0.3531, 0.3800, -0.2174, 0.3936, -0.3639, -0.3770, -1.5424, 1.1644, -0.8218, -0.0516, 0.1889, 0.0228, -0.0271, -0.6828, -0.0192, -0.0601, -0.1439, -1.3219, -0.5427, 0.9014, -0.7643, -0.3579, -0.9037, 0.3867, 0.3278, 0.3362, 0.3177, 0.2148, 0.3237, 0.2340, 0.5606, 0.4048, 0.5587, 0.4196, 0.3745, 0.3695

Entry 2:
Here is an isolated molecule of C7H8 in a non-equilibrium geometry from OMol25. Energies are from ωB97M-V/def2-TZVPD.

```
15
Properties=species:S:1:pos:R:3:forces:R:3
C 1.809 -2.160 1.333 -0.782 0.879 -0.253
C 1.505 -1.507 0.351 0.169 -0.291 0.121
C 0.896 -0.715 -0.688 0.054 0.058 -0.316
C -0.407 -0.101 -0.105 -0.006 -0.004 -0.002
C -1.298 0.570 -1.160 -0.029 -0.035 -0.156
C -0.087 0.934 0.878 -0.172 0.501 0.300
C -0.041 1.927 1.554 -0.446 -0.192 -0.422
H 1.205 -1.915 2.191 0.575 -0.840 1.075
H 0.707 -1.366 -1.542 -0.235 0.221 -0.198
H 1.561 0.101 -0.976 -0.077 -0.013 -0.242
H -1.007 -0.866 0.404 0.300 -0.067 -0.164
H -0.735 1.318 -1.726 -0.063 -0.145 0.044
H -1.713 -0.175 -1.843 0.082 0.069 -0.028
H -2.127 1.086 -0.662 0.170 -0.153 -0.117
H -0.271 2.868 1.991 0.459 0.011 0.359
```
Forces are in eV/Å.

Computed properties:
**Max |F|**: 0.029 hartree/bohr
**Energy**: -271.34494 Eh
**Net charge**: 0
**SMILES**: C#CC[C@H](C)C#C

Charges obtained by Mulliken population analysis, quoted in units of e: -0.3114, -0.1841, -0.4361, 0.4328, -1.5445, -0.8342, 0.0846, 0.2948, 0.3375, 0.2995, 0.2989, 0.3338, 0.3843, 0.4177, 0.4264